{"formula": "C31H38Cl57Si", "method": "ωB97M-V/def2-TZVPD", "elements": ["C", "C", "C", "H", "C", "Cl", "C", "C", "H", "H", "Cl", "Cl", "Cl", "H", "C", "C", "H", "C", "Cl", "H", "C", "C", "Cl", "Cl", "Cl", "H", "H", "Cl", "Cl", "Cl", "H", "H", "H", "H", "C", "Cl", "C", "Cl", "Cl", "C", "H", "Cl", "Cl", "H", "Cl", "H", "Cl", "H", "Cl", "H", "Cl", "H", "Cl", "Cl", "C", "H", "H", "Cl", "C", "C", "Cl", "H", "Cl", "H", "Cl", "C", "C", "C", "Cl", "Cl", "Cl", "Cl", "Cl", "C", "Cl", "H", "H", "Cl", "Cl", "Cl", "Cl", "Cl", "C", "H", "C", "Cl", "Cl", "Cl", "Cl", "Cl", "H", "Cl", "Cl", "H", "Cl", "H", "C", "Si", "H", "Cl", "Cl", "C", "C", "H", "H", "Cl", "C", "H", "H", "Cl", "H", "C", "C", "H", "Cl", "Cl", "Cl", "Cl", "Cl", "H", "H", "C", "Cl", "Cl", "Cl", "C", "H"], "positions_angstrom": [[7.9359, 2.7823, -0.7952], [-0.9874, -1.2947, 5.5492], [-2.1597, -2.6326, 3.7796], [-2.7852, -3.5122, 3.4936], [-1.9588, 0.7500, -6.3764], [-10.1236, 4.0325, -4.6053], [4.2621, -2.2285, 4.1993], [10.9892, 0.1035, -4.0897], [6.1994, 0.5618, 10.7661], [-11.4367, 0.2867, 1.6323], [-0.2947, 1.3069, -6.5798], [1.3742, 4.2387, -0.2535], [4.4527, 5.0954, -5.7169], [6.7363, 0.0698, 4.4366], [-9.8794, -3.9531, -4.7733], [0.4478, 0.7447, 4.8105], [10.8217, 0.7265, -4.9626], [10.3872, -2.5578, -0.9244], [-9.9132, -1.0987, 0.5050], [2.1419, 5.1467, -6.1265], [-2.0232, 4.7602, -4.0138], [-0.8348, -0.6565, 3.0544], [-2.8724, 5.7809, -2.8475], [-2.1128, -0.9341, -6.8825], [9.1206, -2.2024, 0.2551], [7.4730, -2.6211, -6.6455], [-2.6013, 1.3582, -7.0050], [9.7384, 0.4694, -2.8963], [-0.7651, 3.8172, -3.2175], [10.3042, -4.2480, -1.4396], [3.8998, -2.0315, 3.1569], [0.1548, 1.6517, 4.2073], [1.7892, -3.9356, -8.9178], [2.3122, 0.8498, 3.5677], [-1.6896, -1.7849, 2.6965], [6.4556, -1.6724, 10.1100], [6.9525, -2.3878, -5.7223], [-9.6378, 1.7169, 1.1630], [-8.7816, -4.0111, -3.3895], [-1.8427, -2.4299, 5.1783], [-0.3997, 0.0351, 2.2920], [-1.3349, 5.7433, -5.3159], [-0.3873, -1.1780, -1.1526], [5.2866, -2.6879, 4.0699], [5.1744, 0.7274, 0.6641], [-2.2040, -3.0821, 6.0013], [1.2759, -1.7929, -9.7259], [2.9702, 2.5600, 0.1435], [6.7063, -0.6385, -5.6505], [5.9841, -1.2426, -0.3312], [-12.7288, 3.0173, -5.3994], [-11.1042, 4.0612, -6.7354], [9.0585, 3.9077, -0.0245], [-10.3480, 0.9663, -2.7231], [1.9249, 0.2327, 4.4323], [-5.6761, 3.5971, 4.4729], [-2.7406, 4.0721, -4.4502], [6.4155, -1.5482, 1.9559], [-11.0699, 3.3403, -5.9252], [5.7262, 0.5744, 4.4422], [-6.1536, 5.7782, 3.7486], [-0.6777, -1.0974, 6.6022], [-6.1519, 0.8594, 1.5286], [-0.5246, -0.6657, -3.4411], [0.9320, 1.4129, 0.2577], [5.2690, -1.2230, 6.9498], [2.7895, 4.5293, -5.5121], [5.4445, -1.0201, 0.5848], [12.5945, 0.4684, -3.4463], [1.7853, -0.7323, -3.0306], [-11.1702, -4.5223, 3.3931], [5.4007, -3.2340, -5.7309], [-6.8485, 4.5304, 6.2802], [-9.5120, -4.2072, 2.8643], [11.9822, -2.1880, -0.2588], [0.3669, 1.0301, 5.8855], [5.0808, -2.3012, 7.1686], [-3.8043, -0.8236, 1.9525], [-0.4447, -4.1331, -9.6105], [2.6316, 2.8479, -6.0381], [-12.5545, 0.5611, -0.8801], [-9.8613, -0.2534, 3.2837], [-12.0159, 0.4156, -2.5568], [-1.9063, -1.9617, 1.6241], [-6.5346, 4.2557, 4.5622], [10.8853, -1.5914, -4.5857], [7.8449, 3.0941, -2.5336], [-7.9171, 3.4692, 3.7946], [3.9040, -1.8826, 0.5406], [7.9516, -2.9290, -4.3705], [4.8399, -0.5277, 7.7177], [2.2760, 4.6764, -3.8341], [-12.1779, -1.2537, -3.1173], [3.0893, 1.2926, 5.9344], [-9.0710, -3.2500, -6.1790], [-3.9725, 1.1549, 0.7005], [2.8673, 0.1970, 5.7157], [4.4879, -0.6625, 5.2653], [6.9484, 2.9417, -0.3731], [-0.0378, -2.9629, -3.4235], [8.4112, 1.1081, -0.4644], [2.0413, 2.6069, -0.4158], [-4.3835, 0.8190, 1.6472], [1.8586, -0.8293, 4.0554], [-10.7244, -3.3207, -4.5143], [-8.5493, -3.5528, 4.1908], [0.1223, -1.2990, -2.8423], [6.3649, -0.9688, 6.8649], [10.2280, -1.9295, -1.7946], [-10.4902, -5.5686, -5.1504], [5.4185, 0.8607, 3.4055], [0.9176, -3.2919, -8.8597], [7.0506, -0.0626, 10.5150], [-9.5430, -3.4680, 2.0698], [-3.8209, 1.9145, 2.9166], [8.1250, -0.1280, 11.9224], [0.5834, -2.9617, -7.1586], [2.3946, 2.2505, -2.1131], [-2.4817, 0.9433, -4.6968], [5.7558, 1.4668, 5.1287], [3.6306, -3.0196, 4.6772], [-0.5145, -0.4537, 4.4621], [-10.3119, 1.8630, -6.5286], [7.8814, 0.6626, 9.1353], [-8.7734, -5.6799, 2.2241], [-10.3574, 0.1782, 1.6450], [-12.6470, 1.0463, -3.1747]], "forces_ev_per_angstrom": [[0.04, -0.04, 0.08], [-0.98, -1.02, -2.60], [0.42, 0.05, -0.08], [0.51, 0.79, 0.36], [0.11, -0.12, -0.11], [-0.06, 0.06, -0.14], [0.72, -0.71, -0.51], [-0.08, 0.01, -0.01], [0.10, -0.06, -0.03], [0.12, -0.03, -0.01], [-0.20, 0.02, 0.07], [0.07, 0.01, -0.01], [-0.06, -0.01, -0.05], [-0.65, 0.79, -0.25], [0.08, -0.02, 0.06], [-0.32, -1.03, -0.98], [0.05, -0.09, 0.07], [-0.02, 0.00, 0.12], [0.06, -0.04, 0.05], [0.08, -0.11, 0.02], [0.10, -0.13, 0.18], [-0.91, -1.91, 1.62], [-0.01, -0.05, -0.09], [-0.14, 0.18, 0.04], [0.10, -0.03, -0.18], [-0.06, 0.03, 0.10], [0.06, -0.06, 0.09], [0.63, -0.30, -0.60], [-0.36, -0.03, -0.02], [-0.02, 0.07, -0.06], [0.12, -0.17, 1.07], [0.24, -0.86, 0.40], [-0.10, 0.07, -0.02], [-0.38, -0.28, 0.47], [2.67, 0.34, 2.70], [0.08, 0.14, 0.17], [-0.03, 0.01, 0.11], [-0.07, -0.06, -0.01], [-0.13, 0.05, -0.08], [1.31, 2.07, -0.94], [-0.49, -0.69, 0.81], [-0.03, -0.04, -0.04], [-0.12, -0.24, -0.27], [-0.96, 0.26, 0.17], [-0.16, 0.11, -0.11], [0.13, 0.32, -0.99], [0.02, -0.07, 0.02], [-0.11, 0.00, -0.05], [0.04, -0.06, -0.03], [-0.03, 0.09, 0.08], [0.01, 0.03, -0.04], [-0.04, -0.08, 0.09], [-0.08, -0.06, -0.02], [-0.15, -0.06, 0.00], [0.25, -0.18, 1.12], [-0.10, 0.06, -0.01], [0.07, 0.09, 0.02], [0.16, 0.10, -0.39], [0.16, -0.08, 0.09], [0.60, -0.53, 0.34], [0.02, -0.08, 0.02], [-0.29, -0.14, -1.13], [-0.05, 0.13, -0.06], [0.07, -0.07, 0.06], [0.26, 0.32, 0.00], [0.71, 0.89, -0.71], [-0.07, 0.10, 0.22], [-0.02, -0.24, 0.08], [-0.08, 0.01, -0.04], [-0.21, -0.32, -0.11], [0.03, 0.05, -0.06], [0.07, 0.04, -0.04], [0.04, -0.03, -0.06], [0.08, 0.02, 0.07], [-0.07, 0.02, -0.08], [0.28, -0.45, -0.76], [0.24, 0.91, 0.04], [-1.86, 1.55, -0.51], [0.07, 0.00, 0.01], [0.09, 0.03, -0.07], [-0.27, 0.11, -0.18], [-0.07, 0.02, -0.11], [0.27, 0.04, 0.03], [0.48, -0.43, 1.12], [-0.05, -0.01, 0.00], [0.29, 0.16, -0.07], [-0.19, 0.12, 0.10], [0.09, 0.00, 0.03], [0.06, 0.11, -0.23], [-0.29, -0.15, -0.04], [0.20, -0.87, -0.54], [0.31, 0.70, -0.62], [-0.08, 0.02, 0.01], [-0.03, -0.92, 0.12], [-0.08, 0.01, 0.06], [-0.05, 0.01, 0.12], [0.30, 0.31, -1.91], [-1.94, 0.93, 1.33], [0.10, -0.06, -0.03], [-0.05, 0.05, -0.05], [-0.34, 0.34, 0.48], [-0.05, -0.19, 0.09], [-0.27, -0.34, -0.04], [-0.15, 1.05, 0.19], [0.16, -0.09, -0.05], [-0.03, -0.05, -0.08], [0.10, 0.02, 0.13], [-0.74, -0.70, 0.40], [0.03, -0.08, 0.09], [-0.02, 0.09, 0.02], [0.33, -0.11, 0.97], [-0.05, 0.07, 0.11], [-0.06, -0.16, -0.21], [-0.01, -0.06, 0.10], [0.04, -0.03, -0.06], [-0.02, 0.05, 0.05], [0.18, -0.14, -0.08], [0.08, -0.18, 0.69], [-0.04, 0.04, -0.05], [0.03, -0.76, -0.78], [0.31, 0.82, -0.29], [-0.07, 0.92, 0.24], [-0.06, 0.09, 0.00], [-0.05, 0.01, 0.11], [-0.04, 0.08, -0.01], [0.14, 0.02, 0.13], [0.06, -0.08, 0.07]], "total_energy_ev": -754415.701, "relative_energy_ev": 1.487, "lumo_ev": 1.0, "orbital_gap_ev": 3.0, "total_charge": -1}